ORCA calculation (wB97M-V/def2-TZVPD) on the molecule C2H8N2O3.

ORCA input file:
```
! wB97M-V def2-TZVPD RIJCOSX def2/J DEFGRID3
* xyz 0 1
C 0.995 -0.096 0.940
O 0.932 1.105 1.656
H -0.002 1.315 1.794
H 2.038 -0.265 0.669
H 0.639 -0.946 1.537
H 0.632 -1.021 -1.901
C 0.139 0.002 -0.344
N -2.084 -0.827 0.134
N 0.572 1.083 -1.180
O -1.211 0.274 0.048
O 0.193 -1.205 -1.050
H -2.244 -1.171 -0.813
H -1.618 -1.570 0.654
H 1.236 1.677 -0.691
H -0.218 1.647 -1.453
*
```

The value obtained for the HOMO energy is -9.8 eV. As for the SMILES: NO[C@](N)(O)CO. Its energy above the lowest of the compared OMol25 structures with the same formula, charge and spin is 210.49 kJ/mol.

Atomic partial charges in e from the natural (NBO) method, atoms 1 to 6: atom 1 (C): -0.108, atom 2 (O): -0.719, atom 3 (H): 0.480, atom 4 (H): 0.188, atom 5 (H): 0.169, atom 6 (H): 0.500


ORCA calculation (wB97M-V/def2-TZVPD) on C20H36NO11P2RhS2 as an isolated structure.

ORCA input file:
```
! wB97M-V def2-TZVPD RIJCOSX def2/J DEFGRID3
* xyz -2 1
Rh 0.104 -0.094 0.953
O 2.490 -0.755 -2.887
P 1.679 -1.573 -1.750
O 1.393 -2.959 -2.240
O 0.536 -0.723 -1.282
O 2.838 -1.672 -0.635
P 2.584 -2.437 0.800
O 1.952 -3.843 0.316
O 3.866 -2.654 1.494
O 1.522 -1.622 1.503
H 1.932 -0.045 -3.213
H 1.696 -3.782 -0.635
O -2.912 -1.448 0.625
C -3.105 -2.596 0.302
C -2.042 -3.653 0.187
C -2.108 -4.232 -1.242
C -2.441 -3.186 -2.322
C -3.941 -2.969 -2.580
C -4.700 -2.308 -1.430
N -4.388 -2.986 -0.159
H -2.186 -4.438 0.936
H -1.081 -3.175 0.383
H -2.837 -5.054 -1.295
H -1.134 -4.650 -1.473
H -1.980 -3.510 -3.257
H -1.943 -2.245 -2.068
H -4.402 -3.946 -2.785
H -4.080 -2.370 -3.486
H -5.778 -2.330 -1.608
H -4.405 -1.265 -1.313
H -4.389 -3.986 -0.326
C 5.217 2.137 -4.432
C 4.357 2.376 -3.218
C 4.238 1.405 -2.228
C 3.437 1.613 -1.114
C 2.742 2.806 -0.983
C 2.844 3.781 -1.963
C 3.649 3.566 -3.072
S 1.745 3.083 0.470
O 1.209 4.434 0.323
O 2.653 2.905 1.587
O 0.691 2.068 0.395
H 5.791 1.216 -4.326
H 5.919 2.959 -4.591
H 4.609 2.047 -5.336
H 4.755 0.459 -2.328
H 3.346 0.843 -0.357
H 2.293 4.704 -1.837
H 3.726 4.335 -3.835
C -0.800 0.214 4.986
C -0.016 0.813 3.812
C 1.482 0.537 3.977
C -0.258 2.328 3.765
C -0.508 0.215 2.524
H -0.466 0.653 5.932
H -0.651 -0.867 5.038
H -1.871 0.406 4.877
H 1.842 0.964 4.920
H 2.039 0.983 3.153
H 1.680 -0.536 3.967
H 0.100 2.787 4.692
H -1.326 2.549 3.666
H 0.264 2.783 2.926
H -1.556 -0.165 2.518
C -2.059 3.406 0.212
S -2.514 1.699 -0.126
C -3.705 1.483 1.203
H -2.871 4.095 -0.033
H -1.172 3.641 -0.371
H -1.775 3.514 1.259
H -3.219 1.648 2.167
H -4.048 0.452 1.164
H -4.554 2.164 1.102
*
```

The value obtained for the HOMO energy (alpha / beta) is -1.5 / -1.5 eV.

Atomic partial charges in e from the Mulliken method, atoms 1 to 6: atom 1 (Rh): 1.007, atom 2 (O): -0.532, atom 3 (P): 0.549, atom 4 (O): -0.871, atom 5 (O): -0.509, atom 6 (O): -0.176


ORCA calculation (wB97M-V/def2-TZVPD) on C52H47BrF16InO3S as an isolated structure.

ORCA input file:
```
! wB97M-V def2-TZVPD RIJCOSX def2/J DEFGRID3
* xyz -1 1
O -3.670 -4.804 2.117
S -2.993 -4.667 0.822
O -2.768 -6.027 0.301
In -4.404 -3.426 -0.869
C -4.950 -4.931 -2.445
C -3.676 -5.343 -3.229
C -3.202 -4.368 -4.356
Br -4.452 -2.953 -4.872
C -6.270 -2.718 0.131
C -6.349 -1.130 0.098
C -5.504 -0.378 1.301
O -5.158 -0.487 -0.248
C -1.257 -3.998 1.159
F -1.028 -4.197 2.487
F -0.281 -4.687 0.531
C -1.054 -2.467 0.907
F -0.099 -2.052 1.789
F -2.182 -1.815 1.250
C -0.498 -2.095 -0.508
F 0.839 -2.346 -0.475
F -0.992 -2.886 -1.461
C -0.623 -0.574 -0.866
F 0.314 -0.326 -1.809
F -1.780 -0.248 -1.408
F -0.409 0.219 0.178
H -3.576 -2.107 -1.706
H -5.812 -4.641 -3.063
H -5.271 -5.830 -1.878
H -2.851 -5.387 -2.491
H -3.739 -6.368 -3.643
H -2.277 -3.871 -4.028
H -2.921 -4.940 -5.254
H -6.415 -3.008 1.180
H -7.161 -2.961 -0.478
H -7.317 -0.678 -0.192
H -5.459 -1.392 1.822
H -4.421 -0.221 1.446
F 5.889 -0.118 -2.726
C 5.002 0.837 -2.371
C 5.457 2.113 -2.104
C 4.544 3.095 -1.742
C 3.194 2.784 -1.642
C 2.755 1.494 -1.910
C 3.663 0.515 -2.282
H 6.515 2.333 -2.179
H 4.886 4.102 -1.537
H 2.484 3.550 -1.355
H 1.708 1.252 -1.828
H 3.336 -0.494 -2.503
F 0.606 -0.927 8.867
C 0.160 -1.127 7.605
C 0.318 -2.369 7.023
C -0.145 -2.574 5.730
C -0.749 -1.535 5.036
C -0.896 -0.290 5.634
C -0.444 -0.084 6.931
H 0.799 -3.164 7.578
H -0.034 -3.545 5.264
H -1.105 -1.697 4.028
H -1.364 0.521 5.091
H -0.557 0.876 7.418
F 8.696 -2.842 -0.321
C 7.389 -2.906 0.008
C 6.471 -2.193 -0.738
C 5.126 -2.266 -0.400
C 4.720 -3.038 0.681
C 5.657 -3.744 1.423
C 7.002 -3.684 1.082
H 6.807 -1.594 -1.568
H 4.395 -1.720 -0.979
H 3.671 -3.089 0.944
H 5.342 -4.343 2.267
H 7.747 -4.234 1.643
F 0.457 3.694 14.123
C 0.373 2.715 13.199
C -0.872 2.276 12.792
C -0.956 1.271 11.837
C 0.202 0.713 11.310
C 1.446 1.164 11.733
C 1.534 2.175 12.681
H -1.762 2.717 13.220
H -1.925 0.923 11.504
H 0.135 -0.072 10.570
H 2.348 0.727 11.326
H 2.494 2.545 13.017
F -5.071 -3.780 -8.292
C -4.864 -2.565 -8.821
C -5.850 -1.604 -8.713
C -5.632 -0.346 -9.256
C -4.437 -0.067 -9.907
C -3.457 -1.045 -10.011
C -3.668 -2.301 -9.460
H -6.777 -1.842 -8.209
H -6.395 0.418 -9.172
H -4.271 0.915 -10.334
H -2.527 -0.829 -10.522
H -2.912 -3.073 -9.523
F -4.484 4.718 -2.952
C -3.280 4.151 -3.158
C -2.581 4.453 -4.311
C -1.338 3.873 -4.521
C -0.815 2.993 -3.583
C -1.532 2.697 -2.431
C -2.771 3.283 -2.212
H -3.010 5.136 -5.035
H -0.777 4.107 -5.417
H 0.154 2.538 -3.750
H -1.127 2.010 -1.704
H -3.341 3.069 -1.316
F 4.845 6.479 -0.175
C 5.667 7.091 -1.045
C 5.170 8.093 -1.857
C 6.021 8.727 -2.750
C 7.355 8.346 -2.829
C 7.839 7.334 -2.011
C 6.993 6.705 -1.108
H 4.126 8.371 -1.786
H 5.645 9.517 -3.386
H 8.016 8.838 -3.531
H 8.877 7.034 -2.075
H 7.354 5.920 -0.456
*
```

The value obtained for the HOMO energy is -5.6 eV.

Atomic partial charges in e from the Mulliken method, atoms 1 to 6: atom 1 (O): -0.696, atom 2 (S): 1.006, atom 3 (O): -0.729, atom 4 (In): 0.880, atom 5 (C): -1.256, atom 6 (C): -0.355


ORCA calculation (wB97M-V/def2-TZVPD) on C3HGaO as an isolated structure.

ORCA input file:
```
! wB97M-V def2-TZVPD RIJCOSX def2/J DEFGRID3
* xyz 3 2
O 1.525 0.184 0.022
C 0.387 0.508 -0.195
C -0.870 0.417 0.345
C -1.714 -0.413 -0.015
H -2.461 -1.178 -0.173
Ga 3.132 0.481 0.016
*
```

The value obtained for the HOMO energy (alpha / beta) is -27.8 / -29.1 eV.

Need the Mulliken charges? In units of e they are: atom 1 (O): 0.120, atom 2 (C): 0.789, atom 3 (C): -0.053, atom 4 (C): 0.464, atom 5 (H): 0.484, atom 6 (Ga): 1.197


ORCA calculation (wB97M-V/def2-TZVPD) on a 2-piece molecular cluster, C2H8NO overall.

ORCA input file:
```
! wB97M-V def2-TZVPD RIJCOSX def2/J DEFGRID3
* xyz 1 1
N -1.431 -0.077 1.367
H -2.148 0.504 0.931
H -0.672 0.381 1.872
H -0.969 -0.582 0.599
H -1.918 -0.749 1.966
C 1.450 -0.610 -0.567
C 1.083 0.649 -0.866
O -0.201 0.951 -1.296
H 2.420 -0.979 -0.874
H 0.735 -1.377 -0.280
H 1.857 1.396 -0.708
H -0.206 0.493 -2.145
*
```

The value obtained for the HOMO energy is -13.4 eV. Its energy above the lowest of the compared OMol25 structures with the same formula, charge and spin is 200.83 kJ/mol.

Atomic partial charges in e from the natural (NBO) method, atoms 1 to 6: atom 1 (N): -0.864, atom 2 (H): 0.468, atom 3 (H): 0.467, atom 4 (H): 0.464, atom 5 (H): 0.454, atom 6 (C): -0.494


ORCA calculation (wB97M-V/def2-TZVPD) on a 2-piece molecular cluster, C5H7Cl overall.

ORCA input file:
```
! wB97M-V def2-TZVPD RIJCOSX def2/J DEFGRID3
* xyz 0 1
C -0.326 0.893 0.096
C 0.048 2.152 0.150
C -0.139 -0.515 0.609
C -1.259 -0.179 -0.336
C 1.063 -1.314 0.083
Cl -2.880 -0.258 -0.050
H -0.441 2.852 -0.470
H 0.887 2.358 0.636
H -0.290 -0.761 1.616
H -0.853 -0.571 -1.949
H 0.916 -2.389 -0.075
H 1.944 -1.064 0.745
H 1.330 -1.203 -1.055
*
```

The value obtained for the HOMO energy is -9.4 eV. Its energy above the lowest of the compared OMol25 structures with the same formula, charge and spin is 449.57 kJ/mol.

Atomic partial charges in e from the natural (NBO) method, atoms 1 to 6: atom 1 (C): -0.003, atom 2 (C): -0.370, atom 3 (C): -0.305, atom 4 (C): -0.195, atom 5 (C): -0.613, atom 6 (Cl): 0.070


ORCA calculation (wB97M-V/def2-TZVPD) on a 17-piece molecular cluster, H34O17 overall.

ORCA input file:
```
! wB97M-V def2-TZVPD RIJCOSX def2/J DEFGRID3
* xyz 0 1
O -1.975 2.777 1.953
H -1.073 2.578 2.174
H -2.314 1.927 1.656
O -0.754 -0.660 2.869
H -1.667 -0.427 2.928
H -0.507 -0.247 2.010
O -0.293 3.563 -1.271
H 0.139 3.098 -0.534
H -0.234 2.963 -2.006
O 1.589 -3.001 -2.053
H 1.667 -3.852 -1.694
H 0.678 -2.636 -1.942
O 1.973 -0.310 2.071
H 1.390 -0.824 1.489
H 2.101 -0.878 2.816
O 1.953 2.321 -0.243
H 1.713 1.946 -1.127
H 2.615 1.841 0.217
O 4.177 0.774 0.726
H 4.374 0.776 1.631
H 3.373 0.172 0.583
O 2.320 -0.559 -0.662
H 2.310 -1.448 -1.068
H 2.722 -0.023 -1.323
O 0.675 2.081 2.772
H 0.995 1.217 2.477
H 1.406 2.692 2.656
O -2.866 0.268 1.690
H -3.791 0.176 1.578
H -2.417 0.126 0.884
O -3.215 -0.314 -0.897
H -2.792 -0.240 -1.736
H -4.076 -0.788 -0.993
O -0.233 0.385 0.236
H 0.641 0.773 0.108
H -0.155 -0.345 -0.374
O 0.581 -2.334 0.923
H 1.501 -2.626 1.027
H 0.026 -2.802 1.520
O -1.483 0.413 -3.035
H -1.731 0.447 -3.959
H -0.995 -0.438 -2.994
O -2.370 -2.543 0.546
H -2.546 -1.841 -0.068
H -3.090 -2.648 1.149
O -0.604 -1.791 -1.650
H -0.487 -2.252 -0.803
H -1.380 -2.241 -2.045
O 0.963 1.388 -2.559
H 1.172 2.177 -3.052
H -0.007 1.191 -2.598
*
```

The value obtained for the HOMO energy is -9.0 eV. Its energy above the lowest of the compared OMol25 structures with the same formula, charge and spin is 201.46 kJ/mol.

Atomic partial charges in e from the natural (NBO) method, atoms 1 to 6: atom 1 (O): -0.989, atom 2 (H): 0.486, atom 3 (H): 0.467, atom 4 (O): -1.001, atom 5 (H): 0.489, atom 6 (H): 0.481


ORCA calculation (wB97M-V/def2-TZVPD) on C36H28N6O3PRuS2 as an isolated structure.

ORCA input file:
```
! wB97M-V def2-TZVPD RIJCOSX def2/J DEFGRID3
* xyz 1 1
Ru 0.466 0.080 0.273
S 2.230 0.507 1.729
C 1.544 1.521 2.865
C 2.345 1.864 4.012
N 3.015 2.095 4.917
C 0.262 2.025 2.698
S -0.653 1.633 1.329
C -0.327 2.901 3.671
N -0.828 3.592 4.443
N -0.588 -2.919 0.581
P -0.048 -1.720 1.638
C -1.262 -1.803 2.972
C -2.117 -0.762 3.317
C -3.048 -0.932 4.334
C -3.138 -2.144 4.996
C -2.292 -3.192 4.653
C -1.351 -3.024 3.653
C 1.436 -2.428 2.397
C 2.200 -3.368 1.713
C 3.331 -3.907 2.311
C 3.709 -3.498 3.581
C 2.950 -2.556 4.267
C 1.814 -2.026 3.680
C -0.170 -2.835 -0.732
C -0.688 -3.652 -1.730
C -0.161 -3.539 -2.996
C 0.876 -2.640 -3.226
C 1.306 -1.857 -2.182
N 0.789 -1.927 -0.945
H -1.422 -3.442 0.794
H -2.075 0.174 2.790
H -3.705 -0.115 4.600
H -3.869 -2.277 5.782
H -2.360 -4.138 5.172
H -0.672 -3.835 3.414
H 1.912 -3.684 0.719
H 3.911 -4.656 1.787
H 4.593 -3.918 4.044
H 3.238 -2.244 5.262
H 1.213 -1.310 4.229
H -1.477 -4.356 -1.503
H -0.552 -4.148 -3.800
H 1.316 -2.527 -4.206
H 2.075 -1.114 -2.312
O -2.770 0.965 -2.402
C -1.938 0.526 -1.688
N -1.103 0.040 -0.988
C 4.472 4.059 -0.822
O 4.363 2.759 -1.397
C 4.682 1.698 -0.629
C 5.080 1.779 0.702
C 5.428 0.632 1.399
C 5.376 -0.613 0.789
C 4.980 -0.698 -0.535
C 4.635 0.444 -1.241
N 4.385 0.308 -2.643
C 3.556 0.928 -3.465
C 2.415 1.703 -3.223
C 2.025 2.572 -4.290
C 0.994 3.444 -4.156
C 0.287 3.468 -2.929
C 0.589 2.607 -1.912
C 1.631 1.655 -2.034
O 1.851 0.736 -1.147
H 4.191 4.753 -1.608
H 5.495 4.258 -0.501
H 3.787 4.169 0.021
H 5.129 2.739 1.195
H 5.736 0.717 2.433
H 5.638 -1.507 1.336
H 4.932 -1.660 -1.036
H 5.048 -0.301 -3.100
H 3.834 0.803 -4.508
H 2.608 2.555 -5.204
H 0.718 4.107 -4.962
H -0.523 4.174 -2.798
H 0.017 2.613 -0.994
*
```

The value obtained for the HOMO energy (alpha / beta) is -10.8 / -10.8 eV. Its energy above the lowest of the compared OMol25 structures with the same formula, charge and spin is 116.24 kJ/mol.

Atomic partial charges in e from the Mulliken method, atoms 1 to 6: atom 1 (Ru): -0.345, atom 2 (S): 0.661, atom 3 (C): 0.158, atom 4 (C): -0.410, atom 5 (N): -0.463, atom 6 (C): 1.123


It is found that the largest force on an atom values, taken in the order of the records, are 0.67; 1.43; 3.15; 9.30; 1.78; 5.49; 2.98; 1.44 eV/Å.